Record 1
{"formula": "C19H21NO2", "method": "ωB97M-V/def2-TZVPD", "symbols": ["C", "C", "C", "N", "C", "C", "C", "C", "C", "O", "C", "O", "C", "C", "C", "C", "C", "C", "C", "C", "C", "C", "H", "H", "H", "H", "H", "H", "H", "H", "H", "H", "H", "H", "H", "H", "H", "H", "H", "H", "H", "H", "H"], "coordinates": [[-1.730, 2.768, 3.570], [-2.454, 2.349, 2.551], [-2.390, 0.972, 1.957], [-2.106, 1.081, 0.536], [-2.839, 0.205, -0.343], [-2.397, -1.274, -0.364], [-1.202, -1.463, -1.253], [-1.326, -2.200, -2.422], [-0.263, -2.352, -3.296], [-0.403, -3.089, -4.431], [0.950, -1.730, -2.994], [1.984, -1.888, -3.890], [1.078, -0.993, -1.832], [0.016, -0.854, -0.950], [0.151, -0.041, 0.320], [1.598, 0.224, 0.650], [2.320, -0.757, 1.323], [3.659, -0.581, 1.619], [4.301, 0.590, 1.251], [3.596, 1.571, 0.576], [2.257, 1.388, 0.273], [-0.707, 1.247, 0.228], [-1.813, 3.771, 3.953], [-1.028, 2.123, 4.074], [-3.146, 3.012, 2.050], [-1.651, 0.367, 2.503], [-3.367, 0.496, 2.079], [-3.892, 0.267, -0.058], [-2.745, 0.605, -1.359], [-3.222, -1.881, -0.738], [-2.181, -1.601, 0.658], [-2.261, -2.674, -2.674], [0.444, -3.076, -4.896], [2.754, -1.409, -3.567], [2.025, -0.518, -1.618], [-0.254, -0.645, 1.141], [1.826, -1.675, 1.607], [4.202, -1.358, 2.136], [5.347, 0.735, 1.477], [4.090, 2.483, 0.277], [1.728, 2.159, -0.269], [-0.316, 1.991, 0.929], [-0.635, 1.656, -0.784]], "forces_ev_per_angstrom": [[0.1, 0.1, 0.2], [0.0, -0.2, 0.0], [0.0, 0.1, 0.0], [-0.1, 0.0, 0.0], [-0.2, -0.2, 0.0], [-0.1, 0.3, -0.1], [0.0, -0.1, 0.0], [0.2, -0.1, -0.2], [0.4, 0.2, 0.1], [0.1, 0.0, -0.1], [-0.2, 0.0, 0.0], [-0.2, -0.1, 0.0], [-0.1, -0.1, -0.1], [0.0, -0.2, 0.0], [-0.1, 0.2, 0.0], [0.0, 0.0, 0.2], [0.0, 0.1, 0.0], [0.0, 0.0, 0.0], [0.1, 0.0, 0.0], [0.1, 0.1, 0.0], [-0.1, 0.0, 0.0], [0.1, 0.1, 0.1], [0.0, 0.2, 0.0], [0.1, -0.2, 0.0], [-0.1, 0.1, 0.0], [-0.1, 0.0, 0.0], [0.1, -0.1, 0.0], [0.0, 0.0, 0.0], [-0.1, -0.1, 0.0], [0.0, -0.1, 0.0], [-0.1, 0.0, 0.0], [-0.1, -0.1, 0.0], [-0.1, 0.0, 0.0], [0.0, 0.0, 0.0], [0.1, 0.0, 0.0], [0.0, 0.1, 0.0], [-0.1, -0.1, 0.0], [0.0, -0.1, 0.1], [0.1, 0.0, 0.0], [0.0, 0.1, 0.0], [-0.1, 0.1, 0.0], [0.0, 0.0, -0.1], [0.1, 0.0, 0.0]], "nbo_charge": [-0.40, -0.17, -0.26, -0.45, -0.20, -0.45, -0.01, -0.24, 0.23, -0.66, 0.29, -0.71, -0.29, -0.02, -0.29, -0.01, -0.20, -0.21, -0.22, -0.22, -0.18, -0.21, 0.20, 0.19, 0.20, 0.17, 0.21, 0.20, 0.20, 0.22, 0.21, 0.22, 0.49, 0.49, 0.21, 0.22, 0.21, 0.21, 0.21, 0.21, 0.21, 0.21, 0.20], "fmax_ev_per_a": 0.44, "de_lowest_kj_mol": 156.7, "total_energy_ev": -25628.3588, "smiles": "C=CCN1CCc2cc(O)c(O)cc2[C@@H](c2ccccc2)C1", "lumo_energy_ev": 0.60}


Record 2
{"formula": "C19H21NO7", "method": "ωB97M-V/def2-TZVPD", "symbols": ["C", "C", "O", "C", "O", "C", "C", "C", "C", "C", "O", "C", "C", "O", "O", "C", "C", "C", "C", "C", "C", "C", "C", "N", "O", "O", "C", "H", "H", "H", "H", "H", "H", "H", "H", "H", "H", "H", "H", "H", "H", "H", "H", "H", "H", "H", "H", "H"], "coordinates": [[-1.049, -0.493, -4.578], [-1.785, -0.027, -3.332], [-0.872, 0.389, -2.305], [-0.298, -0.557, -1.572], [-0.466, -1.738, -1.722], [0.548, 0.088, -0.473], [1.714, -0.759, -0.046], [2.407, -1.529, -1.116], [2.137, -0.781, 1.223], [1.540, -0.012, 2.307], [1.929, -0.070, 3.453], [0.408, 0.925, 1.910], [0.989, 2.303, 1.590], [0.361, 3.323, 1.670], [2.248, 2.214, 1.171], [2.930, 3.437, 0.869], [3.486, 4.081, 2.129], [-0.403, 0.445, 0.700], [-1.313, -0.720, 1.006], [-1.002, -1.723, 1.918], [-1.846, -2.808, 2.104], [-3.008, -2.929, 1.369], [-3.321, -1.928, 0.459], [-4.504, -2.044, -0.355], [-4.614, -1.282, -1.293], [-5.309, -2.901, -0.064], [-2.499, -0.824, 0.291], [-0.464, -1.381, -4.356], [-1.771, -0.733, -5.352], [-0.387, 0.290, -4.941], [-2.421, -0.827, -2.940], [-2.391, 0.857, -3.537], [0.943, 1.024, -0.889], [1.768, -2.350, -1.441], [2.592, -0.897, -1.984], [3.349, -1.935, -0.758], [2.988, -1.385, 1.505], [-0.263, 1.066, 2.764], [2.232, 4.117, 0.368], [3.730, 3.149, 0.184], [2.673, 4.378, 2.785], [4.125, 3.377, 2.657], [4.065, 4.961, 1.864], [-1.034, 1.279, 0.369], [-0.095, -1.665, 2.498], [-1.581, -3.571, 2.820], [-3.668, -3.776, 1.476], [-2.799, -0.056, -0.407]], "forces_ev_per_angstrom": [[0.0, 0.1, 0.4], [-0.3, -0.3, -0.4], [0.0, 0.5, 0.0], [0.5, 0.0, 0.2], [0.0, 0.0, -0.1], [-0.2, 0.1, -0.1], [0.0, 0.0, 0.2], [0.1, -0.2, 0.1], [0.2, -0.3, -0.3], [-0.2, 0.2, 0.0], [0.0, 0.0, 0.0], [0.0, 0.3, 0.1], [-0.4, -0.2, 0.2], [0.0, 0.1, 0.0], [0.3, -0.2, 0.0], [0.1, 0.6, 0.0], [-0.2, -0.3, -0.2], [0.0, 0.1, -0.1], [-0.2, 0.0, 0.2], [-0.1, 0.1, 0.0], [0.0, 0.0, 0.0], [-0.2, 0.1, -0.2], [1.1, 0.1, 0.7], [-0.4, -0.1, -0.3], [-0.1, 0.2, -0.3], [-0.2, -0.2, 0.0], [-0.3, -0.1, 0.0], [0.0, -0.1, 0.0], [-0.1, 0.0, -0.1], [0.0, 0.1, -0.1], [0.0, 0.2, 0.0], [0.0, -0.1, 0.1], [0.0, -0.1, 0.0], [0.0, 0.0, -0.1], [0.0, 0.1, -0.1], [0.1, 0.0, 0.0], [0.1, -0.1, 0.0], [0.2, 0.0, -0.1], [0.1, -0.1, 0.0], [-0.1, 0.0, 0.1], [0.0, 0.1, 0.1], [0.1, 0.0, 0.1], [0.1, 0.1, 0.0], [0.1, -0.1, 0.1], [0.0, -0.1, 0.1], [0.0, -0.1, 0.1], [0.0, 0.0, 0.0], [0.0, 0.0, -0.1]], "nbo_charge": [-0.64, -0.08, -0.51, 0.83, -0.60, -0.38, 0.15, -0.66, -0.34, 0.56, -0.53, -0.42, 0.82, -0.59, -0.51, -0.07, -0.63, -0.20, -0.04, -0.17, -0.20, -0.17, 0.00, 0.53, -0.39, -0.37, -0.12, 0.22, 0.22, 0.21, 0.21, 0.20, 0.25, 0.26, 0.22, 0.22, 0.23, 0.27, 0.20, 0.19, 0.22, 0.22, 0.22, 0.25, 0.22, 0.22, 0.25, 0.24], "fmax_ev_per_a": 1.33, "de_lowest_kj_mol": 48.2, "total_energy_ev": -35864.3823, "smiles": "CCOC(=O)[C@@H]1C(C)=CC(=O)[C@@H](C(=O)OCC)[C@@H]1c1cccc([N+](=O)[O-])c1", "lumo_energy_ev": -0.53}


Record 3
{"formula": "C19H21O7S2", "method": "ωB97M-V/def2-TZVPD", "symbols": ["C", "O", "C", "C", "C", "C", "O", "C", "C", "S", "O", "O", "C", "C", "C", "S", "O", "O", "C", "C", "C", "C", "O", "C", "C", "C", "C", "C", "H", "H", "H", "H", "H", "H", "H", "H", "H", "H", "H", "H", "H", "H", "H", "H", "H", "H", "H", "H", "H"], "coordinates": [[-3.928, -4.918, -2.831], [-3.400, -3.580, -3.017], [-2.341, -3.150, -2.291], [-1.930, -1.820, -2.471], [-1.050, -1.215, -1.594], [-0.427, -2.012, -0.614], [0.391, -1.351, 0.266], [0.012, -1.472, 1.741], [1.036, -0.688, 2.480], [0.752, 0.959, 2.973], [0.462, 1.737, 1.779], [-0.178, 0.997, 4.091], [2.291, 1.616, 3.661], [3.450, 1.566, 2.675], [3.446, 0.348, 1.757], [2.720, -1.115, 2.495], [3.172, -1.200, 3.867], [2.908, -2.229, 1.595], [-1.426, -1.053, 2.128], [-2.026, 0.053, 1.532], [-3.378, 0.336, 1.764], [-4.114, -0.436, 2.700], [-5.435, -0.209, 2.969], [-6.042, 0.895, 2.249], [-3.483, -1.532, 3.344], [-2.165, -1.830, 3.034], [-0.725, -3.375, -0.501], [-1.664, -3.943, -1.364], [-4.780, -4.999, -3.513], [-3.166, -5.666, -3.085], [-4.257, -5.059, -1.793], [-2.392, -1.278, -3.268], [-0.842, -0.158, -1.699], [0.220, -2.562, 1.830], [2.516, 1.087, 4.601], [2.016, 2.658, 3.882], [4.391, 1.590, 3.240], [3.433, 2.476, 2.060], [4.472, 0.022, 1.529], [2.883, 0.536, 0.828], [-1.461, 0.782, 0.947], [-3.874, 1.162, 1.234], [-7.071, 0.932, 2.600], [-5.523, 1.834, 2.473], [-6.009, 0.704, 1.170], [-4.044, -2.118, 4.075], [-1.633, -2.623, 3.570], [-0.200, -4.011, 0.198], [-1.865, -5.001, -1.334]], "forces_ev_per_angstrom": [[0.7, 1.0, 0.0], [-1.0, -0.9, -0.8], [1.0, 0.0, 0.8], [-0.5, -0.5, 0.4], [0.1, -1.2, -0.3], [-0.3, 0.8, 0.8], [-1.0, 0.2, -0.1], [1.5, 0.0, 0.0], [0.9, 0.1, 0.7], [-0.1, -1.8, 0.4], [-0.2, 0.9, 0.1], [-0.2, 0.6, -0.3], [-0.2, -0.1, 0.1], [0.4, 0.3, 0.0], [0.8, -0.4, -0.4], [-3.0, 0.6, -0.2], [1.0, -0.1, 0.0], [0.6, -0.2, 0.1], [0.4, -0.5, -0.9], [-0.5, 0.1, 0.1], [-0.6, -0.4, 0.8], [1.1, -0.2, -0.8], [-0.4, 0.8, -0.4], [0.5, -0.9, 0.6], [-0.4, 0.8, -0.3], [0.4, 0.3, 0.0], [0.1, 0.5, -0.7], [-0.2, 0.3, -0.2], [0.2, 0.1, 0.2], [-0.2, 0.0, 0.0], [0.1, 0.0, -0.2], [-0.3, 0.4, -0.3], [0.2, -0.1, 0.2], [-0.6, 0.7, 0.8], [-0.3, 0.1, -0.5], [0.0, -0.4, 0.0], [-0.2, 0.0, -0.1], [0.0, -0.3, 0.0], [-0.2, 0.3, -0.2], [0.2, -0.3, 0.4], [0.0, -0.7, -0.1], [0.5, -0.4, 0.4], [0.0, 0.0, 0.0], [-0.1, -0.1, 0.0], [-0.1, 0.1, 0.1], [0.2, 0.2, -0.2], [-0.3, 0.1, -0.3], [0.0, 0.1, 0.1], [-0.1, -0.2, 0.3]], "nbo_charge": [-0.25, -0.51, 0.27, -0.24, -0.23, 0.28, -0.56, 0.08, -0.99, 2.17, -1.00, -0.98, -0.66, -0.42, -0.68, 2.21, -0.98, -0.97, -0.07, -0.20, -0.26, 0.29, -0.51, -0.25, -0.28, -0.16, -0.22, -0.31, 0.19, 0.17, 0.18, 0.21, 0.23, 0.21, 0.26, 0.24, 0.21, 0.21, 0.23, 0.26, 0.25, 0.20, 0.19, 0.18, 0.18, 0.21, 0.21, 0.22, 0.20], "fmax_ev_per_a": 3.09, "total_energy_ev": -56045.1872, "smiles": "COc1ccc(O[C@@H](C2=[S@@](=O)([O-])CCCS2(=O)=O)c2ccc(OC)cc2)cc1", "lumo_energy_ev": 2.65, "total_charge": -1}


Record 4
{"formula": "C19H22AsCl5InN2OS4", "method": "ωB97M-V/def2-TZVPD", "symbols": ["In", "C", "C", "C", "C", "C", "C", "C", "C", "C", "C", "C", "C", "H", "H", "H", "H", "H", "H", "H", "H", "H", "H", "H", "H", "H", "H", "H", "H", "H", "H", "S", "As", "S", "S", "S", "Cl", "C", "C", "C", "Cl", "C", "Cl", "C", "Cl", "C", "Cl", "N", "C", "N", "O", "H", "H", "H", "H"], "coordinates": [[-0.804, 0.418, 0.072], [1.788, -3.529, -0.727], [2.132, -2.352, 0.156], [1.707, -2.345, 1.491], [0.988, -3.542, 2.076], [1.980, -1.237, 2.302], [1.503, -1.198, 3.735], [2.706, -0.154, 1.790], [2.966, 1.060, 2.652], [3.206, -0.204, 0.486], [4.136, 0.877, -0.017], [2.882, -1.282, -0.345], [3.378, -1.303, -1.774], [0.713, -3.557, -0.925], [2.058, -4.473, -0.252], [2.303, -3.493, -1.683], [1.658, -4.057, 2.773], [0.667, -4.249, 1.319], [0.097, -3.241, 2.622], [0.693, -0.472, 3.850], [2.308, -0.910, 4.414], [1.125, -2.158, 4.069], [3.993, 1.078, 3.030], [2.298, 1.088, 3.509], [2.806, 1.978, 2.086], [3.685, 1.478, -0.809], [5.047, 0.439, -0.430], [4.436, 1.558, 0.775], [3.732, -0.327, -2.097], [2.590, -1.603, -2.466], [4.204, -2.009, -1.902], [-4.631, -0.507, 2.291], [-3.664, -0.893, 0.449], [-3.063, 1.139, -0.375], [-1.567, -1.672, 0.944], [-4.543, -2.097, -1.000], [-0.313, -1.033, -2.723], [0.633, 0.413, -2.621], [0.568, 1.155, -1.447], [1.276, 2.345, -1.415], [1.179, 3.342, 0.001], [2.064, 2.774, -2.482], [2.960, 4.242, -2.387], [2.143, 1.985, -3.628], [3.137, 2.473, -4.946], [1.415, 0.798, -3.705], [1.508, -0.181, -5.117], [-0.391, 2.786, 3.745], [-0.975, 1.851, 2.929], [-2.234, 1.517, 3.185], [-0.270, 1.361, 2.020], [-0.974, 3.410, 4.274], [0.478, 3.156, 3.401], [-2.705, 1.873, 3.997], [-2.747, 0.791, 2.671]], "forces_ev_per_angstrom": [[-0.1, 0.1, 0.1], [0.0, 0.0, 0.0], [0.0, 0.0, 0.0], [0.0, 0.0, 0.0], [0.1, 0.2, 0.0], [0.0, 0.0, 0.0], [0.0, 0.0, 0.0], [0.0, 0.0, 0.0], [0.0, 0.0, 0.0], [0.0, 0.0, 0.0], [0.0, 0.0, 0.0], [0.0, 0.0, 0.0], [0.0, 0.0, 0.0], [0.0, 0.0, 0.0], [0.0, 0.0, 0.0], [0.0, 0.0, 0.0], [-0.1, -0.1, 0.0], [0.0, 0.0, 0.0], [0.0, 0.0, 0.0], [0.0, 0.0, 0.0], [0.0, 0.0, 0.0], [0.0, 0.0, 0.0], [0.0, 0.0, 0.0], [0.0, 0.0, 0.0], [0.0, 0.0, 0.0], [0.0, 0.0, 0.0], [0.0, 0.0, 0.0], [0.0, 0.0, 0.0], [0.0, 0.0, 0.0], [0.0, 0.0, 0.0], [0.0, 0.0, 0.0], [0.0, -0.1, 0.0], [0.0, 0.1, 0.1], [-0.1, 0.0, 0.0], [0.0, 0.0, -0.1], [0.0, 0.0, 0.0], [0.0, 0.0, 0.0], [0.0, 0.0, 0.0], [0.1, -0.1, 0.1], [0.0, 0.0, -0.1], [0.0, 0.0, 0.0], [0.0, -0.1, -0.1], [0.0, 0.0, 0.0], [0.0, 0.0, 0.1], [0.0, 0.0, 0.0], [0.0, 0.1, 0.0], [0.0, 0.0, 0.0], [0.0, 0.0, 0.1], [0.0, 0.1, 0.0], [0.1, -0.1, 0.0], [0.0, 0.1, -0.1], [0.0, 0.0, 0.0], [0.0, 0.0, 0.0], [0.0, 0.0, 0.0], [-0.1, 0.0, 0.0]], "nbo_charge": [1.36, -0.65, -0.03, 0.00, -0.65, 0.00, -0.64, -0.02, -0.64, -0.03, -0.64, 0.05, -0.66, 0.24, 0.21, 0.21, 0.20, 0.22, 0.24, 0.23, 0.20, 0.22, 0.21, 0.22, 0.22, 0.21, 0.21, 0.22, 0.21, 0.22, 0.21, -0.76, 0.98, -0.71, -0.70, -0.68, 0.08, 0.04, -0.48, -0.06, 0.03, -0.09, 0.04, -0.08, 0.05, -0.13, 0.05, -0.83, 0.81, -0.81, -0.74, 0.39, 0.40, 0.39, 0.46], "fmax_ev_per_a": 0.20, "de_lowest_kj_mol": 15.2, "total_energy_ev": -197060.9341, "lumo_energy_ev": 2.01, "total_charge": -1}


Record 5
{"formula": "C19H22BCoF4N6", "method": "ωB97M-V/def2-TZVPD", "symbols": ["Co", "N", "C", "C", "C", "C", "C", "C", "C", "C", "C", "C", "C", "C", "C", "H", "H", "H", "H", "H", "H", "H", "H", "H", "H", "N", "C", "N", "C", "N", "C", "C", "C", "C", "N", "N", "H", "H", "H", "H", "H", "H", "H", "H", "H", "H", "H", "H", "F", "B", "F", "F", "F"], "coordinates": [[-0.045, 0.059, -0.220], [-0.321, 1.723, -1.281], [0.189, 2.737, -1.814], [0.508, 2.713, -3.271], [0.910, 1.520, -3.866], [1.175, 1.488, -5.225], [1.029, 2.640, -5.987], [0.624, 3.828, -5.393], [0.368, 3.868, -4.031], [0.467, 3.923, -0.954], [1.599, 4.695, -1.193], [1.898, 5.749, -0.342], [1.065, 6.032, 0.732], [-0.065, 5.260, 0.967], [-0.363, 4.198, 0.129], [1.031, 0.624, -3.271], [1.497, 0.564, -5.685], [1.237, 2.612, -7.048], [0.509, 4.723, -5.990], [0.050, 4.792, -3.563], [2.252, 4.464, -2.024], [2.785, 6.342, -0.517], [1.299, 6.858, 1.390], [-0.714, 5.482, 1.804], [-1.232, 3.581, 0.316], [6.154, 0.401, 1.450], [5.042, 0.098, 1.529], [3.791, -0.295, 1.706], [2.797, -0.099, 0.974], [1.806, 0.065, 0.362], [-2.417, -0.003, 3.982], [-2.036, 1.337, 3.352], [-1.311, 2.208, 4.369], [-3.279, 2.056, 2.840], [-1.080, 1.193, 2.227], [-1.473, 0.240, 1.231], [-3.038, 0.154, 4.864], [-1.526, -0.554, 4.295], [-2.989, -0.636, 3.301], [-1.959, 2.428, 5.217], [-1.000, 3.151, 3.915], [-0.421, 1.702, 4.752], [-3.980, 2.226, 3.659], [-3.816, 1.473, 2.088], [-3.014, 3.023, 2.408], [-0.186, 0.868, 2.584], [-2.326, 0.573, 0.790], [-1.684, -0.684, 1.613], [-1.052, -1.232, -1.374], [-1.270, -2.399, -0.470], [-0.216, -2.251, 0.456], [-1.190, -3.539, -1.200], [-2.487, -2.178, 0.163]], "forces_ev_per_angstrom": [[0.4, -0.2, 0.0], [0.2, 0.1, 0.0], [-0.1, -0.1, -0.1], [0.0, 0.1, 0.2], [0.0, 0.0, -0.1], [0.0, 0.1, 0.0], [0.0, 0.0, 0.0], [0.0, 0.0, 0.1], [0.0, 0.1, -0.1], [0.0, -0.1, -0.2], [0.0, 0.1, 0.0], [0.0, 0.0, 0.0], [0.0, 0.0, 0.0], [0.0, 0.0, -0.1], [0.0, 0.1, 0.1], [0.0, 0.0, 0.0], [0.0, 0.0, 0.0], [0.0, 0.0, 0.0], [0.0, 0.0, 0.0], [0.0, 0.0, 0.0], [0.0, 0.0, 0.0], [0.0, 0.0, 0.0], [0.0, 0.0, 0.0], [0.0, 0.0, 0.0], [0.0, 0.0, 0.0], [0.0, 0.0, 0.0], [-0.3, 0.0, -0.1], [0.3, -0.2, 0.3], [0.0, 0.3, -0.2], [-0.4, -0.1, 0.0], [0.0, -0.1, 0.0], [0.1, 0.0, 0.0], [0.0, 0.0, 0.1], [-0.1, 0.1, 0.0], [-0.2, -0.1, 0.0], [0.0, 0.0, 0.3], [0.0, 0.0, 0.0], [0.0, 0.0, 0.0], [0.0, 0.0, 0.0], [0.0, 0.0, 0.0], [0.0, 0.0, 0.0], [0.0, 0.0, 0.0], [0.0, 0.0, 0.0], [0.0, 0.0, 0.0], [0.0, 0.0, 0.0], [0.0, 0.0, 0.0], [0.0, 0.0, 0.0], [-0.1, 0.1, 0.0], [0.0, 0.1, -0.2], [-0.1, -0.3, -0.1], [0.1, 0.1, 0.1], [-0.1, 0.1, 0.1], [0.1, -0.1, -0.1]], "nbo_charge": [1.54, -0.38, 0.24, -0.04, -0.19, -0.19, -0.18, -0.21, -0.20, -0.13, -0.13, -0.22, -0.18, -0.20, -0.18, 0.23, 0.23, 0.22, 0.22, 0.23, 0.22, 0.22, 0.22, 0.22, 0.23, -0.43, 0.43, -0.65, 0.66, -0.84, -0.64, 0.09, -0.61, -0.62, -0.47, -0.74, 0.23, 0.22, 0.21, 0.22, 0.22, 0.21, 0.22, 0.20, 0.21, 0.37, 0.39, 0.40, -0.59, 1.34, -0.56, -0.52, -0.56], "fmax_ev_per_a": 0.45, "de_lowest_kj_mol": 0.0, "total_energy_ev": -78178.9837, "lumo_energy_ev": [-0.83, -2.12], "spin_multiplicity": 5, "s_squared": 6.015}